Record 1
The following is a DFT calculation (wB97M-V/def2-TZVPD) of C43H46F6GeN5O10PRb as an isolated structure in a non-equilibrium geometry.

Each line ends with the Löwdin charge.
Cartesian coordinates (Å):
Rb 1.07 -0.13 -0.74  1.177
C 0.95 -5.38 -3.39  -0.044
N 1.36 -4.00 -3.31  -0.128
C 2.07 -3.44 -4.45  -0.015
C 0.82 -3.14 -2.41  -0.453
O 1.00 -1.94 -2.44  -0.117
C -0.05 -3.75 -1.32  -0.120
O -0.30 -2.75 -0.37  -0.162
C -1.28 -3.15 0.55  -0.129
C -1.60 -1.96 1.44  -0.400
O -0.90 -0.96 1.44  0.020
N -2.69 -2.09 2.25  -0.136
C -3.04 -0.98 3.12  -0.036
C -3.62 -3.18 2.24  -0.047
H 1.43 -5.83 -4.26  0.088
H -0.13 -5.48 -3.51  0.097
H 1.27 -5.94 -2.50  0.087
H 1.44 -3.44 -5.34  0.102
H 2.98 -4.02 -4.63  0.089
H 2.34 -2.41 -4.22  0.095
H 0.46 -4.62 -0.86  0.137
H -0.98 -4.10 -1.78  0.137
H -0.91 -3.98 1.18  0.150
H -2.17 -3.47 0.01  0.104
H -2.24 -0.26 3.10  0.067
H -3.19 -1.34 4.14  0.090
H -3.97 -0.51 2.78  0.101
H -3.35 -3.93 1.51  0.079
H -4.62 -2.82 2.00  0.097
H -3.66 -3.66 3.23  0.090
O 3.72 -0.57 7.06  -0.060
C 2.76 0.39 6.66  -0.215
C 2.35 0.16 5.23  -0.189
C 1.39 0.98 4.64  -0.012
C 1.07 0.76 3.31  -0.115
N 1.62 -0.18 2.57  0.117
C 2.53 -0.98 3.12  -0.179
C 2.92 -0.83 4.46  0.051
C 3.12 -2.03 2.24  -0.180
C 4.04 -2.96 2.73  0.051
C 4.59 -3.89 1.86  -0.187
C 5.65 -4.85 2.32  -0.212
O 5.40 -5.24 3.66  -0.058
C 4.20 -3.85 0.53  -0.002
C 3.28 -2.89 0.14  -0.118
N 2.75 -2.01 0.97  0.103
H 4.01 -0.35 7.95  0.085
H 3.16 1.41 6.75  0.129
H 1.86 0.33 7.29  0.126
H 0.91 1.77 5.19  0.113
H 0.31 1.37 2.83  0.097
H 3.67 -1.47 4.90  0.103
H 4.33 -2.98 3.77  0.108
H 6.63 -4.36 2.25  0.131
H 5.66 -5.73 1.66  0.118
H 6.17 -5.70 4.00  0.084
H 4.61 -4.54 -0.20  0.112
H 2.99 -2.79 -0.90  0.105
O -0.62 -0.34 -4.99  0.103
C -1.12 -0.49 -3.89  -0.305
C -1.25 0.42 -2.79  -0.327
O -0.77 1.63 -2.65  -0.089
C -2.01 -0.10 -1.73  -0.344
C -2.47 -1.43 -2.07  -0.258
O -3.24 -2.17 -1.46  0.092
C -1.85 -1.74 -3.41  -0.247
O -1.85 -2.82 -3.95  0.114
O -2.19 0.61 -0.69  -0.063
F 3.35 0.04 -1.84  -0.295
P 4.36 0.99 -0.96  0.158
F 5.09 -0.33 -0.39  -0.153
F 3.28 0.92 0.28  -0.272
F 5.38 1.07 -2.19  -0.145
F 3.56 2.30 -1.52  -0.172
F 5.31 1.94 -0.07  -0.148
N 0.58 2.55 -0.13  0.005
H 0.43 1.73 0.45  -0.053
H 0.85 3.30 0.49  0.071
H 1.38 2.36 -0.73  -0.020
C -0.26 6.78 -3.59  -0.108
C -1.60 6.42 -3.62  -0.101
C -2.01 5.25 -3.00  -0.114
C -1.12 4.41 -2.34  -0.231
C 0.22 4.79 -2.34  -0.093
C 0.65 5.95 -2.96  -0.089
Ge -1.84 2.75 -1.45  1.034
C -3.63 2.49 -2.29  -0.239
C -3.76 2.25 -3.65  -0.098
C -5.00 2.03 -4.23  -0.088
C -6.14 2.05 -3.44  -0.106
C -6.03 2.29 -2.08  -0.097
C -4.78 2.51 -1.52  -0.090
C -2.13 3.29 0.45  -0.251
C -2.25 2.41 1.52  -0.109
C -2.43 2.88 2.81  -0.098
C -2.50 4.24 3.07  -0.107
C -2.38 5.13 2.01  -0.096
C -2.19 4.65 0.72  -0.101
H 0.08 7.69 -4.08  0.093
H -2.32 7.05 -4.12  0.094
H -3.07 4.99 -3.04  0.094
H 0.96 4.16 -1.88  0.080
H 1.70 6.21 -2.95  0.100
H -2.88 2.25 -4.28  0.113
H -5.07 1.83 -5.29  0.098
H -7.12 1.87 -3.89  0.093
H -6.92 2.30 -1.46  0.094
H -4.71 2.68 -0.45  0.099
H -2.20 1.34 1.34  0.073
H -2.52 2.17 3.63  0.092
H -2.64 4.60 4.08  0.093
H -2.43 6.20 2.19  0.096
H -2.08 5.36 -0.09  0.094

Values from the calculation:
E = -5734.3057 hartree
Kohn-Sham gap = 6.9 eV
Multiplicity = 1
Net charge = -1
Relative energy (zero: lowest compared OMol25 entry of this formula, charge and spin) = 131.6 kJ/mol
LUMO level = 0.0653 Eh

=====

Record 2
The following is a DFT calculation (wB97M-V/def2-TZVPD) of C43H46HfN7OS3Si as an isolated structure in a non-equilibrium geometry.

Each line ends with the Löwdin charge.
Cartesian coordinates (Å):
Hf -0.06 -0.05 0.37  1.175
C 1.61 2.83 0.19  -0.067
C 2.42 1.88 1.01  -0.312
C 3.60 2.30 1.64  0.008
C 4.30 1.42 2.42  0.028
C 3.83 0.10 2.59  -0.148
C 4.46 -0.83 3.44  -0.015
C 3.95 -2.10 3.56  -0.053
C 2.84 -2.49 2.81  -0.089
C 2.20 -1.62 1.95  -0.576
S 0.91 -2.24 0.94  0.594
C 2.66 -0.28 1.87  -0.226
N 1.98 0.63 1.10  -0.021
H 1.77 3.86 0.52  0.093
H 0.54 2.58 0.25  0.049
H 1.92 2.78 -0.85  0.060
H 3.94 3.31 1.51  0.124
H 5.21 1.71 2.92  0.129
H 5.34 -0.53 3.99  0.119
H 4.40 -2.81 4.23  0.114
H 2.47 -3.50 2.88  0.107
S 1.00 0.41 -1.91  0.637
C -0.53 0.79 -2.72  -0.772
N -0.58 0.96 -4.02  0.070
N 0.52 0.94 -4.69  0.018
C 0.58 0.99 -6.07  -0.236
C -0.56 0.81 -6.86  -0.025
C -0.43 0.87 -8.24  -0.070
C 0.80 1.13 -8.82  -0.074
C 1.93 1.31 -8.03  -0.071
C 1.82 1.23 -6.65  -0.018
N -1.71 0.76 -2.11  0.059
N -1.77 0.42 -0.87  -0.182
C -3.03 0.21 -0.33  -0.325
C -4.22 0.67 -0.91  -0.010
C -5.43 0.36 -0.31  -0.063
C -5.47 -0.41 0.84  -0.050
C -4.30 -0.86 1.42  -0.039
C -3.08 -0.56 0.85  -0.094
H 1.40 0.84 -4.16  0.085
H -1.51 0.60 -6.39  0.104
H -1.30 0.73 -8.87  0.110
H 0.89 1.20 -9.89  0.107
H 2.89 1.52 -8.47  0.111
H 2.68 1.36 -6.02  0.115
H -4.17 1.27 -1.81  0.113
H -6.34 0.73 -0.76  0.112
H -6.43 -0.68 1.27  0.111
H -4.31 -1.46 2.32  0.119
H -2.15 -0.95 1.26  0.049
C -0.83 3.08 5.58  -0.083
C -0.22 2.60 4.27  -0.593
C -0.01 3.83 3.39  -0.077
C 1.13 1.95 4.59  -0.073
Si -1.33 1.34 3.33  0.572
O -0.66 0.96 1.90  -0.409
C -1.51 -0.26 4.34  -0.200
C -1.14 -1.48 3.78  -0.124
C -1.26 -2.67 4.47  -0.072
C -1.76 -2.67 5.76  -0.077
C -2.12 -1.47 6.35  -0.072
C -2.00 -0.28 5.64  -0.096
C -3.03 2.13 3.00  -0.213
C -4.02 2.17 3.97  -0.091
C -5.25 2.76 3.73  -0.075
C -5.51 3.33 2.49  -0.080
C -4.53 3.31 1.52  -0.085
C -3.30 2.72 1.78  -0.109
H -0.24 3.89 5.99  0.090
H -0.85 2.28 6.32  0.070
H -1.85 3.44 5.44  0.075
H 0.72 4.50 3.83  0.090
H -0.95 4.37 3.28  0.085
H 0.32 3.54 2.40  0.044
H 1.77 2.65 5.13  0.092
H 1.64 1.66 3.68  0.051
H 0.98 1.06 5.20  0.083
H -0.73 -1.49 2.77  0.003
H -0.97 -3.60 4.00  0.106
H -1.85 -3.59 6.32  0.105
H -2.50 -1.45 7.36  0.107
H -2.29 0.64 6.12  0.084
H -3.84 1.73 4.94  0.089
H -6.00 2.80 4.51  0.106
H -6.47 3.79 2.30  0.105
H -4.72 3.77 0.56  0.107
H -2.54 2.73 1.01  0.095
C -1.43 -5.37 -2.63  -0.046
N -1.42 -4.15 -3.37  -0.167
C -1.38 -4.17 -4.82  -0.101
C -1.38 -2.68 -5.19  -0.123
N -1.34 -2.02 -3.90  0.038
C -1.39 -2.90 -2.88  -0.748
S -1.40 -2.51 -1.26  0.691
H -2.37 -5.91 -2.81  0.100
H -1.34 -5.14 -1.57  0.055
H -0.60 -6.01 -2.93  0.098
H -2.24 -4.71 -5.22  0.129
H -0.47 -4.68 -5.16  0.129
H -2.26 -2.39 -5.77  0.122
H -0.49 -2.41 -5.78  0.116
H -1.55 -1.04 -3.79  0.090

Values from the calculation:
E = -3656.8218 hartree
Kohn-Sham gap (alpha / beta) = 6.0 / 6.0 eV
Multiplicity = 1
Net charge = +1
LUMO level (alpha / beta) = -0.1501 / -0.1480 Eh

=====

Record 3
The following is a DFT calculation (wB97M-V/def2-TZVPD) of C43H46N4PRu as an isolated structure in a non-equilibrium geometry.

Each line ends with the Mulliken spin population.
Cartesian coordinates (Å):
Ru 0.33 0.07 0.09  0.940
C 0.14 0.82 3.49  0.008
N 0.29 -0.36 2.64  0.018
C 1.55 -1.01 2.97  -0.022
C -0.84 -1.24 2.84  -0.018
C -1.00 -1.96 4.01  0.004
C -2.14 -2.72 4.25  -0.003
C -3.16 -2.71 3.31  0.002
C -3.03 -2.00 2.15  0.005
C -1.85 -1.28 1.85  0.034
N -1.68 -0.55 0.72  0.022
C -2.70 -0.41 -0.20  0.004
C -3.32 -1.50 -0.83  -0.013
C -4.34 -1.33 -1.74  0.002
C -4.79 -0.05 -2.03  -0.003
C -4.17 1.05 -1.46  0.003
C -3.11 0.90 -0.58  -0.003
N -2.36 1.98 -0.06  0.006
C -2.37 3.21 -0.82  0.002
C -2.56 2.24 1.35  -0.005
H 0.11 0.54 4.56  0.003
H 0.99 1.49 3.34  0.002
H -0.78 1.34 3.25  0.000
H 1.64 -1.25 4.04  0.003
H 1.64 -1.94 2.40  0.001
H 2.37 -0.34 2.70  0.013
H -0.24 -1.93 4.78  0.000
H -2.22 -3.29 5.16  0.000
H -4.07 -3.27 3.51  0.000
H -3.84 -1.98 1.44  0.000
H -2.95 -2.50 -0.62  -0.001
H -4.79 -2.18 -2.22  0.000
H -5.61 0.10 -2.71  0.000
H -4.53 2.04 -1.69  0.000
H -1.49 3.80 -0.53  0.000
H -2.28 3.00 -1.89  0.000
H -3.27 3.82 -0.65  0.000
H -3.50 2.78 1.53  0.000
H -2.59 1.30 1.89  0.000
H -1.73 2.85 1.72  0.002
C 7.30 -1.29 1.93  0.004
C 6.14 -1.86 2.42  -0.001
C 4.92 -1.52 1.88  0.004
C 4.83 -0.62 0.82  0.011
C 6.00 -0.03 0.35  0.006
C 7.22 -0.38 0.89  -0.002
P 3.13 -0.17 0.20  0.062
C 3.70 0.60 -1.36  -0.032
C 3.84 1.99 -1.38  0.001
C 4.33 2.63 -2.51  0.002
C 4.67 1.89 -3.62  -0.001
C 4.55 0.51 -3.61  0.001
C 4.07 -0.13 -2.48  -0.003
C 2.54 -1.85 -0.23  -0.044
C 3.33 -2.98 -0.43  0.005
C 2.72 -4.21 -0.59  0.004
C 1.34 -4.31 -0.56  -0.006
C 0.55 -3.17 -0.43  -0.015
C 1.14 -1.92 -0.25  -0.011
H 8.26 -1.56 2.35  0.000
H 6.19 -2.56 3.25  0.000
H 4.02 -1.99 2.26  0.003
H 5.96 0.69 -0.45  0.001
H 8.13 0.07 0.50  0.000
H 3.58 2.56 -0.50  0.004
H 4.44 3.70 -2.51  0.000
H 5.06 2.39 -4.50  0.000
H 4.84 -0.07 -4.48  0.000
H 4.01 -1.21 -2.46  -0.001
H 4.41 -2.90 -0.44  0.000
H 3.32 -5.09 -0.73  0.000
H 0.87 -5.28 -0.62  0.000
H -0.52 -3.26 -0.44  -0.003
C -1.35 0.13 -3.10  0.004
N 0.04 0.11 -2.67  0.013
C 0.68 -1.05 -3.28  0.000
C 0.70 1.35 -3.08  0.000
C 0.79 2.38 -1.99  -0.044
C 1.04 3.71 -2.32  -0.001
C 1.31 4.64 -1.33  0.001
C 1.34 4.26 0.00  -0.001
C 1.05 2.94 0.33  0.040
C 0.76 1.99 -0.64  -0.011
H -1.43 0.11 -4.20  0.001
H -1.83 1.02 -2.73  0.000
H -1.87 -0.74 -2.70  -0.001
H 0.63 -1.00 -4.38  0.001
H 0.18 -1.96 -2.95  0.000
H 1.73 -1.10 -2.98  -0.001
H 0.20 1.78 -3.97  0.003
H 1.73 1.12 -3.37  -0.001
H 1.05 4.01 -3.36  0.000
H 1.52 5.67 -1.60  0.000
H 1.60 4.98 0.77  0.000
H 1.09 2.65 1.38  0.001

Values from the calculation:
E = -2321.2976 hartree
Kohn-Sham gap (alpha / beta) = 6.4 / 6.7 eV
Multiplicity = 2
Relative energy (zero: lowest compared OMol25 entry of this formula, charge and spin) = 173.5 kJ/mol
LUMO level (alpha / beta) = -0.0119 / 0.0007 Eh
<S²> = 0.764

=====

Question: E of number 1 (C43H46F6GeN5O10PRb)?
Answer: -5734.3057 hartree

=====

Question: What is the E in the first record?
Answer: -5734.3057 hartree

=====

Question: What is the formula in the first record?
Answer: C43H46F6GeN5O10PRb

=====

Question: Which value of multiplicity does entry 2 give?
Answer: 1